No. 1
DFT (ωB97M-V/def2-TZVPD) results for a structure of composition C16H39CaF9N7O13P2S3 at a distorted geometry.

Properties
- E (Ha) = -5447.99345
- net charge = -1
- energy relative to the best compared isomer or geometry (same formula, charge and spin) (kJ/mol) = 1204.48
- HOMO level (eV) = -6.6
- HOMO-LUMO gap (eV) = 2.55
- lowest unoccupied orbital energy (eV) = -4.086

Each line ends with the Mulliken charge.
Atoms and positions in Å:
1 Ca -0.388 0.357 -0.447  1.94
2 S 3.866 4.038 -1.921  1.10
3 S 1.387 -3.748 4.566  1.07
4 S -5.085 0.754 -4.977  1.06
5 P -2.034 5.001 4.388  0.51
6 P 2.676 -4.387 -4.516  0.47
7 F -6.821 -1.064 -4.190  -0.23
8 F -5.186 -1.923 -5.324  -0.22
9 F 2.210 -2.690 6.917  -0.23
10 F -6.746 -0.803 -6.324  -0.22
11 F 3.776 -2.786 5.315  -0.21
12 F 5.619 5.920 -1.267  -0.21
13 F 3.105 -4.626 6.489  -0.21
14 F 3.521 6.499 -0.678  -0.22
15 F 4.231 6.599 -2.791  -0.20
16 O -1.895 4.081 3.198  -0.85
17 O 5.013 3.370 -2.520  -0.63
18 O -4.241 -4.137 0.267  -0.51
19 O 1.310 -2.508 3.778  -0.66
20 O -6.164 1.710 -4.617  -0.66
21 O 1.851 -4.936 3.814  -0.66
22 O -4.579 -2.247 1.182  -0.54
23 O -4.138 0.665 -3.835  -0.67
24 O 0.109 -4.098 5.300  -0.67
25 O 1.968 -3.492 -3.615  -0.95
26 O 2.683 4.105 -2.795  -0.69
27 O 3.390 3.381 -0.679  -0.69
28 O -4.445 0.970 -6.277  -0.65
29 N 4.232 -4.643 -4.003  0.38
30 N -2.819 4.300 5.737  0.24
31 N -4.820 -3.430 1.097  0.84
32 N 2.812 -3.789 -6.115  0.19
33 N -3.100 6.330 4.021  0.01
34 N 2.065 -5.987 -4.649  0.14
35 N -0.528 5.599 5.036  0.29
36 C -2.498 2.917 6.175  -0.96
37 C 1.604 -3.649 -6.848  -1.13
38 C 3.682 -2.656 -6.265  -1.06
39 C -2.462 7.379 3.133  -1.11
40 C 4.323 5.916 -1.641  0.58
41 C -0.460 6.847 5.802  -1.16
42 C 0.668 4.722 5.078  -1.06
43 C 4.689 -4.399 -2.662  -1.15
44 C 5.215 -5.282 -4.894  -1.23
45 C -4.398 5.884 3.404  -1.02
46 C -6.000 -0.884 -5.222  0.61
47 C 2.738 -3.445 5.904  0.56
48 C -5.879 -4.123 1.820  -0.62
49 C -3.196 5.152 6.897  -1.01
50 C 1.762 -6.817 -3.463  -0.89
51 C 2.705 -6.829 -5.675  -1.00
52 H 2.007 -7.643 -5.868  0.39
53 H -1.541 7.847 3.481  0.33
54 H 4.664 -3.322 -2.496  0.28
55 H 6.169 -4.760 -4.961  0.36
56 H -5.030 6.740 3.169  0.38
57 H 0.806 -4.349 -6.598  0.38
58 H 3.151 -1.767 -5.924  0.37
59 H 3.636 -7.263 -5.311  0.27
60 H 1.055 4.875 6.085  0.38
61 H 1.156 -2.683 -6.614  0.38
62 H -1.278 7.534 5.586  0.36
63 H 2.656 -7.046 -2.883  0.32
64 H -2.334 5.500 7.466  0.25
65 H -3.122 8.227 2.949  0.37
66 H -2.196 6.935 2.173  0.39
67 H 1.680 -3.813 -7.922  0.31
68 H -3.238 2.536 6.879  0.31
69 H 1.296 5.004 4.233  0.30
70 H 1.320 -7.778 -3.725  0.31
71 H 5.663 -4.852 -2.474  0.42
72 H -6.019 -3.697 2.814  0.27
73 H -4.912 5.242 4.120  0.30
74 H -4.264 5.371 2.451  0.34
75 H -6.730 -4.042 1.145  0.28
76 H 4.592 -2.745 -5.672  0.32
77 H 0.468 7.404 5.673  0.33
78 H 3.023 -6.304 -6.576  0.33
79 H 0.361 3.677 5.128  0.32
80 H -1.577 2.951 6.756  0.36
81 H 3.956 -2.506 -7.310  0.33
82 H -5.523 -5.145 1.955  0.28
83 H 5.393 -6.297 -4.538  0.38
84 H 4.786 -5.276 -5.896  0.47
85 H -3.859 4.620 7.580  0.45
86 H -0.427 6.538 6.847  0.39
87 H 4.035 -4.893 -1.944  0.31
88 H 1.126 -6.208 -2.819  0.31
89 H -2.422 2.286 5.289  0.28
90 H -3.855 5.981 6.640  0.28



No. 2
DFT (ωB97M-V/def2-TZVPD) results for a structure of composition C16H39F6HfN3O11S2 at a distorted geometry.

Properties
- E (Ha) = -3068.19772
- net charge = +2
- HOMO level (eV) = -16.1
- HOMO-LUMO gap (eV) = 10.42
- lowest unoccupied orbital energy (eV) = -5.691

Each line ends with the Mulliken charge.
Atoms and positions in Å:
1 Hf -0.329 0.204 0.006  3.24
2 S 0.903 3.476 -0.335  1.36
3 S -0.468 -0.556 3.436  1.50
4 F 0.995 1.435 4.293  -0.16
5 F 3.427 3.895 0.242  -0.23
6 F -0.064 0.332 5.820  -0.23
7 F 2.062 5.457 0.914  -0.20
8 F 1.686 -0.535 4.890  -0.21
9 F 2.155 3.557 1.977  -0.17
10 O -1.822 -0.313 3.812  -0.69
11 O -1.414 -0.722 -1.993  -0.46
12 O 0.502 2.221 0.391  -0.55
13 O -2.008 1.747 1.289  0.27
14 O 0.567 -2.701 -2.061  0.08
15 O -1.427 1.823 -1.305  -0.64
16 O -0.112 0.192 2.178  -0.60
17 O 1.545 3.177 -1.600  -0.78
18 O -0.163 4.428 -0.340  -0.70
19 O 2.063 0.038 0.349  0.04
20 O -0.036 -1.924 3.351  -0.85
21 N -2.515 -0.759 0.446  -0.78
22 N 0.982 0.513 -2.021  -0.62
23 N 0.168 -2.043 0.569  -0.62
24 C 2.953 0.352 -0.713  -1.49
25 C -1.828 1.585 -2.690  -0.73
26 C -1.718 2.816 2.202  -0.82
27 C 2.373 -0.058 -2.023  0.54
28 C 1.079 -3.626 -1.078  -1.30
29 C 0.622 0.236 4.713  0.60
30 C -2.154 0.119 -2.907  -0.85
31 C -3.301 1.245 1.550  -1.05
32 C 2.235 4.158 0.775  0.68
33 C 1.548 -3.970 1.316  -1.64
34 C 1.371 -2.904 0.246  0.68
35 C 2.785 0.190 1.597  -1.20
36 C -3.658 0.280 0.459  0.23
37 C -4.979 -0.431 0.728  -1.39
38 C 3.196 0.508 -3.170  -1.53
39 C 0.769 -3.166 -3.383  -1.00
40 H 2.255 -1.136 -2.043  -0.07
41 H -3.365 0.752 2.526  0.35
42 H 1.963 -3.567 2.232  0.40
43 H 4.133 -0.039 -3.275  0.45
44 H 3.467 1.544 -2.953  0.35
45 H 2.261 -2.290 0.154  -0.09
46 H 1.829 -3.155 -3.660  0.36
47 H 0.381 -4.177 -3.544  0.35
48 H 2.094 0.164 2.420  0.21
49 H -3.604 0.752 -0.518  -0.13
50 H -5.264 -0.959 -0.191  0.45
51 H -5.780 0.280 0.915  0.41
52 H 0.601 -4.496 1.482  0.40
53 H 3.282 1.161 1.615  0.35
54 H -0.606 -2.666 0.273  0.56
55 H 2.660 0.481 -4.117  0.40
56 H 0.243 -2.514 -4.086  0.29
57 H -2.696 2.204 -2.911  0.62
58 H 3.913 -0.150 -0.533  0.72
59 H -2.884 -1.449 -0.208  0.44
60 H -1.724 2.721 -1.090  0.39
61 H -0.048 -2.185 1.581  0.31
62 H 0.283 -4.362 -0.887  0.51
63 H -4.902 -1.163 1.528  0.38
64 H 2.189 -4.776 0.943  0.46
65 H -4.009 2.080 1.575  0.62
66 H -2.505 3.568 2.157  0.38
67 H -2.559 -1.203 1.371  0.46
68 H 3.524 -0.608 1.671  0.42
69 H -1.378 -1.609 -2.377  0.16
70 H -1.588 2.434 3.218  0.28
71 H 1.979 -4.121 -1.442  0.46
72 H -1.974 -0.144 -3.949  0.52
73 H 0.515 0.232 -2.881  0.51
74 H -0.781 3.290 1.940  0.08
75 H 1.111 1.532 -2.154  0.29
76 H 3.224 1.413 -0.663  0.36
77 H -3.220 -0.043 -2.721  0.47
78 H -1.013 1.928 -3.331  0.42



No. 3
DFT (ωB97M-V/def2-TZVPD) results for a cluster of 4 separate species, C16H39N2O16P3S in total at a distorted geometry.

Properties
- E (Ha) = -3368.43043
- energy relative to the best compared isomer or geometry (same formula, charge and spin) (kJ/mol) = 0.00
- SMILES = N#CO[C@@H]1C[C@@H](CCN)OS(=O)(=O)C1.COP(=O)(OC)OC.COP(=O)(OC)OC.COP(=O)(OC)OC
- HOMO level (eV) = -8.9
- HOMO-LUMO gap (eV) = 6.31
- lowest unoccupied orbital energy (eV) = -2.620

Each line ends with the Mulliken charge.
Atoms and positions in Å:
1 S -2.131 -2.465 -2.321  1.29
2 P -3.277 5.900 -1.467  1.06
3 P 0.668 -0.954 4.110  1.10
4 P 4.779 -3.978 -0.212  1.25
5 O 0.434 0.204 -0.634  -0.39
6 O -2.233 6.119 -2.715  -0.35
7 O -4.509 6.657 -2.244  -0.34
8 O 0.185 -0.723 5.695  -0.47
9 O 4.914 -5.606 -0.055  -0.35
10 O 5.806 -3.238 0.597  -0.67
11 O 5.695 -3.952 -1.615  -0.49
12 O -3.062 -1.240 -2.740  -0.34
13 O 3.729 -3.900 1.116  -0.23
14 O -2.114 5.975 -0.321  -0.44
15 O -2.905 -3.317 -1.473  -0.67
16 O 1.680 -2.181 4.521  -0.30
17 O -0.671 -1.441 3.640  -0.67
18 O -1.606 -3.163 -3.449  -0.69
19 O 1.228 -0.998 2.517  -0.02
20 O -3.797 4.520 -1.394  -0.53
21 N -0.970 1.817 0.475  -0.51
22 N -4.676 1.220 0.006  -0.61
23 C -4.401 8.063 -2.548  -0.64
24 C 2.727 -1.952 5.481  -0.83
25 C -1.256 4.830 -0.283  -0.73
26 C 2.420 -4.502 0.980  -0.63
27 C -0.426 0.898 0.046  0.62
28 C -0.655 -1.735 6.246  -0.63
29 C -2.699 -0.029 -2.001  0.59
30 C 7.089 -4.216 -1.458  -0.63
31 C -0.791 -1.857 -1.266  -0.70
32 C -4.953 0.821 -1.388  -0.85
33 C -3.723 1.045 -2.312  -0.58
34 C -1.231 7.142 -2.635  -0.79
35 C -0.225 -0.498 -1.718  0.10
36 C 4.450 -6.463 -1.114  -0.75
37 C 2.600 -0.608 2.261  -0.78
38 C -1.283 0.319 -2.443  -1.36
39 H 2.866 0.288 2.821  0.37
40 H -3.363 2.044 -2.061  0.20
41 H 7.268 -5.010 -0.736  0.33
42 H 3.899 -7.289 -0.668  0.28
43 H -1.687 -1.565 5.948  0.24
44 H -0.576 -1.652 7.330  0.25
45 H -1.015 4.477 -1.286  0.27
46 H 7.460 -4.528 -2.435  0.25
47 H -1.216 0.006 -3.488  0.59
48 H -4.076 0.992 -3.341  0.40
49 H 3.639 -2.417 5.109  0.29
50 H -5.399 8.434 -2.767  0.25
51 H 5.307 -6.860 -1.657  0.27
52 H 3.270 -1.427 2.527  0.29
53 H -3.872 1.836 0.055  0.24
54 H 3.799 -5.941 -1.814  0.37
55 H -4.421 0.396 0.534  0.34
56 H 7.606 -3.310 -1.151  0.24
57 H -3.993 8.627 -1.710  0.31
58 H 2.493 -5.585 1.094  0.28
59 H 1.786 -4.110 1.774  0.21
60 H -0.336 5.128 0.219  0.37
61 H -0.034 -2.621 -1.135  0.22
62 H -1.197 7.664 -3.591  0.30
63 H -3.774 8.205 -3.429  0.25
64 H -1.094 1.390 -2.449  0.33
65 H -2.776 -0.264 -0.937  0.22
66 H -5.833 1.340 -1.757  0.37
67 H -1.726 4.038 0.286  0.36
68 H 1.965 -4.265 0.018  0.29
69 H 2.702 -0.405 1.198  0.21
70 H 0.551 -0.703 -2.453  0.43
71 H 2.914 -0.891 5.644  0.39
72 H -5.108 -0.260 -1.364  0.38
73 H -1.255 -1.684 -0.292  0.36
74 H -0.260 6.684 -2.447  0.29
75 H -1.439 7.864 -1.846  0.38
76 H -0.338 -2.731 5.938  0.32
77 H 2.454 -2.413 6.429  0.27



No. 4
DFT (ωB97M-V/def2-TZVPD) results for a structure of composition C16H40AsO2P2S7SbTc.

Properties
- expectation value of S² = 1.109
- E (Ha) = -6810.62517
- net charge = +2
- energy relative to the best compared isomer or geometry (same formula, charge and spin) (kJ/mol) = 0.81
- HOMO level (alpha / beta) (eV) = -13.8 / -13.8
- HOMO-LUMO gap (alpha / beta) (eV) = 5.97 / 6.93
- spin multiplicity = 2
- lowest unoccupied orbital energy (alpha / beta) (eV) = -7.792 / -6.838

Each line ends with the Löwdin spin population.
Atoms and positions in Å:
1 Sb 4.638 4.581 0.381  -0.01
2 Tc -0.332 0.435 0.116  1.30
3 As -0.423 2.464 -3.349  0.01
4 S 2.354 4.712 1.397  -0.03
5 S 1.814 2.787 1.722  -0.18
6 S 4.583 2.603 -0.558  -0.03
7 S 1.119 2.133 -0.055  -0.28
8 S -2.491 -0.458 0.368  0.02
9 S -0.968 0.719 -2.177  0.08
10 S -0.509 0.742 2.506  0.06
11 P -2.373 0.013 2.347  0.01
12 P 1.375 -1.291 -0.225  0.01
13 O -2.599 -1.168 3.319  0.00
14 O -3.493 1.031 2.732  0.00
15 C -0.739 -2.977 -1.140  0.00
16 C -0.309 1.851 -5.156  0.00
17 C -3.714 2.315 2.064  0.00
18 C 0.836 -2.431 2.277  0.00
19 C 1.465 -4.088 -0.702  0.00
20 C 0.779 -2.788 -1.139  0.00
21 C -4.426 -1.688 4.832  0.00
22 C 2.855 -0.718 -1.167  0.00
23 C 3.293 -2.244 1.723  0.00
24 C -3.370 3.432 3.016  0.00
25 C 3.811 -1.854 -1.556  0.00
26 C -3.888 -1.885 3.442  0.00
27 C -1.921 3.650 -3.275  0.01
28 C 2.493 0.052 -2.439  0.00
29 C 1.905 -1.634 1.511  0.01
30 C 1.139 3.547 -3.083  0.00
31 H 3.472 -2.291 2.799  0.00
32 H -3.116 2.356 1.153  0.00
33 H 0.633 1.328 -5.305  0.00
34 H 3.415 0.317 -2.961  0.00
35 H -1.139 1.180 -5.359  0.00
36 H 4.089 -1.639 1.290  0.00
37 H 2.547 -4.019 -0.655  0.00
38 H 3.354 -0.031 -0.478  0.00
39 H -1.980 4.110 -2.291  0.00
40 H 1.038 4.134 -2.174  0.00
41 H -1.124 -3.145 -0.134  0.00
42 H -4.036 3.428 3.878  0.00
43 H -0.358 2.718 -5.813  0.00
44 H 3.371 -2.499 -2.317  0.00
45 H 2.033 2.930 -3.028  0.00
46 H -0.185 -2.173 1.995  0.00
47 H 0.938 -2.238 3.345  0.00
48 H 1.092 -4.428 0.261  0.00
49 H 4.704 -1.403 -1.993  0.00
50 H -5.304 -2.322 4.965  0.00
51 H -2.819 3.067 -3.461  0.00
52 H 4.134 -2.468 -0.723  0.00
53 H -1.805 4.417 -4.039  0.00
54 H -0.980 -3.855 -1.741  0.00
55 H 1.885 -0.550 -3.118  0.00
56 H 0.971 -3.500 2.122  0.00
57 H -3.655 -2.924 3.229  0.00
58 H -3.681 -1.973 5.574  0.00
59 H 3.364 -3.260 1.340  0.00
60 H 1.084 -2.559 -2.165  0.00
61 H 1.180 4.200 -3.955  0.00
62 H -4.572 -1.511 2.680  0.00
63 H -1.259 -2.125 -1.575  0.00
64 H 1.220 -4.859 -1.435  0.00
65 H 1.937 -0.620 1.921  0.00
66 H -4.717 -0.651 5.000  0.00
67 H -4.763 2.318 1.784  0.00
68 H -3.478 4.389 2.504  0.00
69 H 1.952 0.969 -2.220  0.00
70 H -2.343 3.337 3.370  0.00